Formula: C22H23ClGeIN10O2PtS
Source: OMol25
Level of theory: the ωB97M-V functional and the def2-TZVPD basis

The calculation puts the energy above the lowest of the compared OMol25 structures with the same formula, charge and spin at 1.2275 eV. The value obtained for the LUMO energy is 1.226 eV. The charge is -1. Its HOMO energy is -4.818 eV. As for the orbital gap: 6.04 eV. The max |F| is 0.79 eV Å⁻¹.

```
62
C22H23ClGeIN10O2PtS, DFT the ωB97M-V functional and the def2-TZVPD basis
Pt -0.814 0.355 -0.293
N -1.366 -3.143 0.216
C -1.773 -2.443 1.350
N -1.996 -3.034 2.512
N -2.368 -2.014 3.312
N -2.359 -0.899 2.660
N -1.998 -1.140 1.379
C -0.789 -2.660 -0.925
N -0.332 -3.485 -1.861
N 0.105 -2.685 -2.851
N -0.063 -1.452 -2.560
N -0.644 -1.390 -1.331
H -1.270 -4.137 0.332
Cl 1.583 3.472 5.380
C 1.358 2.378 4.038
C 2.154 1.272 3.921
C 2.001 0.378 2.854
I 3.218 -1.300 2.743
C 1.039 0.567 1.867
O 0.853 -0.213 0.864
C 0.207 1.736 2.021
N -0.741 1.928 1.047
C -1.567 2.948 1.119
C -1.499 3.886 2.163
C -0.551 3.731 3.136
C 0.341 2.636 3.090
H 2.912 1.078 4.667
H -2.304 3.042 0.335
H -2.203 4.705 2.178
H -0.475 4.430 3.957
C 3.248 0.019 -2.632
S 1.891 1.005 -2.002
O 1.546 2.004 -3.069
C 2.755 1.925 -0.724
C 3.856 1.454 -0.024
C 4.374 2.197 1.028
C 3.797 3.405 1.386
C 2.695 3.875 0.685
C 2.174 3.136 -0.365
H 4.110 0.639 -2.871
H 2.843 -0.456 -3.524
H 3.490 -0.756 -1.907
H 4.302 0.500 -0.267
H 5.221 1.814 1.582
H 4.193 3.971 2.219
H 2.229 4.811 0.966
H 1.313 3.495 -0.911
C -1.215 3.988 -2.258
Ge -2.224 2.382 -2.700
C -1.598 1.567 -4.348
C -4.114 2.903 -2.891
C -2.153 0.893 -1.400
H -1.527 4.760 -2.963
H -0.149 3.810 -2.380
H -1.424 4.348 -1.252
H -1.548 2.353 -5.103
H -2.286 0.791 -4.682
H -0.609 1.138 -4.203
H -4.230 3.520 -3.783
H -4.453 3.485 -2.032
H -4.765 2.034 -2.991
H -2.981 0.178 -1.525
```

Atom charges from the Löwdin analysis, given in e for atoms 1 to 8:
1. Pt 1.22
2. N 0.14
3. C -0.52
4. N 0.00
5. N -0.14
6. N -0.12
7. N -0.06
8. C -0.45

Formula: C23H35Cl45O2P
Source: OMol25
Level of theory: the ωB97M-V functional and the def2-TZVPD basis

The value obtained for the LUMO energy is 1.538 eV. The charge is -1. Its HOMO energy is -3.405 eV. As for the orbital gap: 4.94 eV. The max |F| is 3.83 eV Å⁻¹.

```
106
C23H35Cl45O2P, DFT the ωB97M-V functional and the def2-TZVPD basis
C 5.359 -1.103 1.122
C 6.069 0.346 1.142
O 7.277 0.435 0.847
O 5.334 1.520 1.504
C 4.185 1.680 0.622
C 3.408 3.077 0.848
C 2.223 3.239 -0.209
C 1.257 1.970 -0.332
C 0.754 1.367 1.060
C -0.661 1.925 1.561
P -2.186 1.017 0.849
H 4.334 -1.060 0.631
H 6.027 -1.784 0.489
H 5.238 -1.528 2.173
H 3.429 0.846 0.783
H 4.593 1.734 -0.448
H 4.183 3.900 0.627
H 3.098 3.231 1.935
H 1.607 4.199 -0.063
H 2.729 3.366 -1.239
H 0.317 2.278 -0.918
H 1.809 1.168 -0.934
H 0.616 0.231 0.901
H 1.530 1.444 1.911
H -0.678 1.940 2.710
H -0.745 3.028 1.236
H -2.089 1.795 -0.366
H -3.053 2.025 1.449
H -2.320 0.137 2.009
H -1.405 -0.027 0.219
H -3.387 0.371 0.296
C -2.308 -2.448 4.477
Cl -2.072 -0.811 3.846
Cl -2.950 -2.402 6.131
Cl -3.391 -3.371 3.421
H -1.340 -2.946 4.500
C 9.584 1.547 -1.500
Cl 10.001 3.063 -0.688
Cl 8.346 1.823 -2.734
Cl 11.025 0.810 -2.219
H 9.180 0.860 -0.758
C -0.718 -5.294 6.646
Cl 0.371 -4.241 5.733
Cl -1.033 -6.788 5.753
Cl -0.040 -5.655 8.241
H -1.663 -4.771 6.785
C -1.755 -0.277 -3.136
Cl -2.739 1.031 -2.458
Cl -0.352 -0.612 -2.115
Cl -2.728 -1.743 -3.349
H -1.394 0.039 -4.112
C 4.572 -2.117 5.468
Cl 4.802 -0.474 4.854
Cl 3.923 -2.080 7.114
Cl 3.504 -3.039 4.400
H 5.540 -2.612 5.494
C 1.534 -3.464 -4.935
Cl 0.670 -4.935 -4.466
Cl 0.467 -2.375 -5.833
Cl 2.197 -2.651 -3.512
H 2.360 -3.744 -5.584
C -6.404 -0.340 -3.067
Cl -5.325 0.713 -3.995
Cl -6.739 -1.830 -3.966
Cl -5.710 -0.713 -1.484
H -7.345 0.185 -2.912
C -6.401 -0.216 2.686
Cl -6.001 1.325 3.458
Cl -7.645 0.019 1.446
Cl -4.955 -0.953 1.992
H -6.796 -0.887 3.446
C 1.148 -10.124 5.558
Cl 1.538 -8.582 6.330
Cl -0.087 -9.901 4.310
Cl 2.601 -10.862 4.868
H 0.751 -10.795 6.316
C -8.185 3.150 -2.087
Cl -9.424 1.885 -2.101
Cl -6.842 2.687 -1.034
Cl -7.614 3.474 -3.731
H -8.630 4.062 -1.693
C -12.090 0.471 -4.514
Cl -12.797 0.905 -2.951
Cl -12.073 1.869 -5.598
Cl -10.455 -0.167 -4.301
H -12.705 -0.305 -4.964
C 12.688 -2.858 -2.076
Cl 13.790 -1.801 -2.968
Cl 12.342 -4.323 -3.005
Cl 13.366 -3.270 -0.494
H 11.754 -2.323 -1.919
C 15.224 1.019 -0.380
Cl 16.074 1.733 -1.758
Cl 13.531 0.710 -0.788
Cl 16.023 -0.473 0.138
H 15.254 1.727 0.445
C -13.342 5.285 -4.386
Cl -14.348 6.028 -3.134
Cl -13.071 6.417 -5.719
Cl -11.803 4.742 -3.707
H -13.868 4.416 -4.777
C -5.578 7.047 -2.992
Cl -6.217 5.563 -2.274
Cl -3.893 6.824 -3.481
Cl -6.566 7.546 -4.373
H -5.615 7.834 -2.242
```

Atom charges from the Löwdin analysis, given in e for atoms 1 to 8:
1. C 0.00
2. C -0.40
3. O 0.04
4. O -0.07
5. C -0.19
6. C -0.18
7. C -0.21
8. C -0.24

Formula: C7H10N2O
Source: OMol25
Level of theory: the ωB97M-V functional and the def2-TZVPD basis

The calculation puts the energy above the lowest of the compared OMol25 structures with the same formula, charge and spin at 2.9255 eV. The value obtained for the LUMO energy is 0.727 eV. The charge is 0. Its HOMO energy is -9.507 eV. As for the orbital gap: 10.23 eV. The max |F| is 1.22 eV Å⁻¹.

```
20
C7H10N2O, DFT the ωB97M-V functional and the def2-TZVPD basis
N 0.148 2.073 0.282
C -0.061 0.653 0.305
C 1.215 -0.094 0.502
N 2.243 -0.577 0.735
C -1.289 0.168 1.176
C -2.179 0.704 0.011
C -1.003 0.133 -0.841
C -1.097 -1.348 -0.476
C -1.288 -1.324 0.851
H 0.742 2.401 1.035
H 0.501 2.398 -0.617
H -1.399 0.500 2.214
H -3.152 0.216 -0.120
H -2.271 1.794 -0.018
H -0.818 0.425 -1.881
H -1.019 -2.191 -1.159
H -1.406 -2.144 1.556
O 4.314 -1.425 -1.412
H 4.282 -1.433 -0.445
H 3.540 -0.929 -1.699
```

Atom charges from the Löwdin analysis, given in e for atoms 1 to 8:
1. N 0.09
2. C -0.45
3. C -0.12
4. N 0.17
5. C -0.18
6. C -0.08
7. C -0.18
8. C -0.05

- Which of these has the highest HOMO?
  C23H35Cl45O2P

- What is the charge in the third record?
  0

- Number 3 is which compound?
  C7H10N2O